[1]
The following is a quantum chemistry calculation of a 2-piece molecular cluster, C7H9BFN4O3 overall at a distorted geometry, from the Open Molecules 2025 dataset.

## Properties
HOMO-LUMO gap	7.12	eV
DFT total energy	-22906.3529	eV
total charge	-1
2S+1	1
HOMO energy	-4.18	eV

Cartesian coordinates (Å):
N: 0.7022 0.9044 -2.0718
B: 0.0448 2.2399 -1.8215
O: 0.5219 2.9088 -0.6959
N: -0.9655 2.8444 -2.6154
C: -2.1943 2.5208 -2.3065
O: -3.1639 3.2343 -2.0984
N: -2.4724 1.0289 -2.2689
C: -2.6877 0.5231 -1.0340
O: -2.0118 -0.2857 -0.4389
F: -3.7876 0.9852 -0.4698
H: 1.0655 0.8242 -3.0061
H: 0.1086 0.1216 -1.8475
H: 0.8415 2.2515 -0.0770
H: -1.6848 0.5444 -2.6700
N: 2.8864 -1.7049 1.4989
C: 2.7121 -2.2136 2.7165
C: 1.4718 -2.3862 3.3088
C: 0.3454 -2.0061 2.5955
C: 0.5019 -1.4737 1.3273
C: 1.7914 -1.3445 0.8261
H: 3.6203 -2.4951 3.2403
H: 1.3915 -2.8070 4.3025
H: -0.6428 -2.1231 3.0226
H: -0.3545 -1.1638 0.7430
H: 1.9602 -0.9278 -0.1596

natural (NBO) population analysis, charges in e, atoms 1 to 6: number 1, N, carries -1.190; number 2, B, carries 1.111; number 3, O, carries -0.897; number 4, N, carries -0.968; number 5, C, carries 0.760; number 6, O, carries -0.671

[2]
The following is a quantum chemistry calculation of one molecule with the formula C2H7N3O2 at a distorted geometry, from the Open Molecules 2025 dataset.

## Properties
HOMO-LUMO gap	10.55	eV
SMILES string	NC(N)(N)C(=O)O
relative energy (zero: lowest compared OMol25 entry of this formula, charge and spin)	149.35	kJ/mol
DFT total energy	-10752.5280	eV
2S+1	1
HOMO energy	-10.00	eV

Cartesian coordinates (Å):
C: 0.6481 -0.9190 0.7980
C: -0.1640 0.2176 0.0199
N: 0.7792 1.1062 -0.6403
N: -0.9858 -0.3866 -0.9782
N: -1.0336 0.9124 1.0562
O: 1.0433 -0.7378 1.9187
O: 0.8948 -1.9878 0.0813
H: 1.6851 0.8670 -0.1953
H: 0.9044 0.7501 -1.6312
H: -1.2086 0.3619 -1.6023
H: -1.6840 -0.9216 -0.6077
H: -0.4864 0.6906 1.9123
H: -0.8769 1.8345 0.8115
H: 0.4844 -1.7875 -0.9429

natural (NBO) population analysis, charges in e, atoms 1 to 6: number 1, C, carries 0.742; number 2, C, carries 0.284; number 3, N, carries -0.836; number 4, N, carries -0.862; number 5, N, carries -0.838; number 6, O, carries -0.590

[3]
The following is a quantum chemistry calculation of one molecule with the formula C5H7NO, from the Open Molecules 2025 dataset.

## Properties
HOMO-LUMO gap (spin up / spin down)	7.11 / 7.12	eV
relative energy (zero: lowest compared OMol25 entry of this formula, charge and spin)	207.94	kJ/mol
DFT total energy	-8834.0477	eV
2S+1	1
HOMO energy (spin up / spin down)	-7.22 / -7.22	eV

Cartesian coordinates (Å):
C: -1.2995 0.5260 0.7181
C: -0.1854 -0.0166 -1.2624
C: -0.0151 0.9108 -0.1074
C: 1.1821 0.3591 0.5891
N: 1.3840 -0.8308 0.1462
C: 0.4364 -1.2187 -1.0226
O: 0.4561 -2.3742 -1.4144
H: -1.5432 1.2860 1.4541
H: -1.1396 -0.4476 1.1963
H: -2.1617 0.3905 0.0529
H: -1.0416 0.0951 -1.9094
H: 0.0495 1.9963 -0.2718
H: 1.8251 0.8312 1.3314
H: 2.0530 -1.5070 0.4999

natural (NBO) population analysis, charges in e, atoms 1 to 6: number 1, C, carries -0.563; number 2, C, carries -0.469; number 3, C, carries -0.318; number 4, C, carries 0.227; number 5, N, carries -0.476; number 6, C, carries 0.537

[4]
The following is a quantum chemistry calculation of a 2-piece molecular cluster, C5H12O overall, from the Open Molecules 2025 dataset.

## Properties
HOMO-LUMO gap (spin up / spin down)	2.29 / 9.61	eV
relative energy (zero: lowest compared OMol25 entry of this formula, charge and spin)	20.91	kJ/mol
DFT total energy	-7425.2256	eV
expectation value of S²	0.750
total charge	-1
2S+1	2
HOMO energy (spin up / spin down)	1.17 / -6.24	eV

Cartesian coordinates (Å):
C: 0.2289 -1.0213 1.0383
C: -0.3534 -0.8967 -0.3706
C: -0.1764 0.4764 -0.9581
C: 0.0702 0.7492 -2.2385
C: 0.1208 2.1344 -2.8001
H: -0.2047 -1.8858 1.5503
H: -0.0183 -0.1789 1.6795
H: 1.3179 -1.0852 1.0806
H: -1.4286 -1.0829 -0.3024
H: 0.1179 -1.6466 -1.0083
H: -0.2597 1.2846 -0.2492
H: -0.0007 -0.1003 -2.9062
H: 1.0363 2.3690 -3.3603
H: 0.0729 2.8465 -1.9854
H: -0.6793 2.2982 -3.5290
H: -0.4821 -1.9856 4.6062
H: 0.4556 -0.7563 4.6091
O: 0.1829 -1.5188 5.1438

natural (NBO) population analysis, charges in e, atoms 1 to 6: number 1, C, carries -1.030; number 2, C, carries -0.488; number 3, C, carries -0.163; number 4, C, carries -0.231; number 5, C, carries -0.637; number 6, H, carries 0.180